A single C21H29N3O7S2 molecule at a distorted geometry, computed with wB97M-V/def2-TZVPD.

Last column: Mulliken charge in e.
Element x y z (Å)
C -5.86831 -0.14790 1.08830  -1.067
C -4.62780 -1.03769 1.10067  -0.577
N -3.87460 -1.03545 -0.13413  0.399
C -4.49743 -1.55136 -1.34317  -0.608
C -3.57066 -2.54787 -2.02998  -1.198
S -2.87803 0.28592 -0.30169  1.101
O -2.27952 0.23190 -1.60913  -0.642
O -3.51205 1.52449 0.06490  -0.798
C -1.56856 -0.06338 0.85481  -0.044
C -0.90445 -1.27055 0.73713  -0.583
C 0.30735 -1.45556 1.37175  -0.868
C 0.87017 -0.39949 2.08799  -0.004
N 2.20031 -0.41553 2.50875  -0.099
C 3.18177 -1.21313 1.97017  0.661
O 3.01053 -2.36015 1.62480  -0.611
C 4.45207 -0.43278 1.66571  -1.097
N 4.18514 0.17544 0.37739  0.264
C 3.12605 1.09149 0.20854  -1.039
C 3.16997 2.33446 0.82748  -0.383
C 2.15143 3.24844 0.66287  -1.132
C 1.06802 2.94423 -0.16302  0.398
O 0.11524 3.89961 -0.26992  -0.489
C -0.97196 3.69525 -1.14988  -0.607
C 1.01869 1.71029 -0.80360  0.183
C 2.02722 0.77515 -0.60478  0.791
O 2.00598 -0.48050 -1.12295  0.007
C 1.06970 -0.76906 -2.14320  -1.083
S 4.96164 -0.46881 -0.95658  1.463
C 4.33334 -2.14034 -1.26474  -0.806
O 4.66681 0.38413 -2.06516  -0.681
O 6.33232 -0.61982 -0.55550  -0.746
C 0.14081 0.77294 2.29075  -0.548
C -1.07637 0.94392 1.66320  -0.200
H -6.58411 -0.48964 0.34446  0.305
H -5.57845 0.87250 0.85401  0.269
H -6.34540 -0.16864 2.06464  0.406
H -3.93384 -0.68952 1.87103  0.223
H -4.89979 -2.07395 1.32700  0.483
H -4.72118 -0.72671 -2.02715  0.320
H -5.43423 -2.03938 -1.06676  0.532
H -4.05764 -2.96021 -2.90983  0.441
H -3.32148 -3.36035 -1.35145  0.292
H -2.65937 -2.04214 -2.33530  0.216
H -1.33283 -2.04325 0.11917  0.560
H 0.85463 -2.37596 1.25770  0.543
H 2.51277 0.48321 2.85474  0.321
H 5.31432 -1.08468 1.52602  0.396
H 4.68104 0.32521 2.42160  0.384
H 4.02515 2.58211 1.43802  0.481
H 2.18132 4.21150 1.14545  0.464
H -1.54817 4.61823 -1.11275  0.287
H -0.62693 3.52459 -2.17322  0.316
H -1.60728 2.86210 -0.83604  0.148
H 0.17633 1.46427 -1.42742  0.532
H 1.22911 -1.81603 -2.39653  0.270
H 0.03714 -0.63210 -1.80887  0.276
H 1.25460 -0.14653 -3.02258  0.413
H 3.69604 -2.09709 -2.13471  0.248
H 3.78826 -2.48596 -0.39593  0.187
H 5.20340 -2.75873 -1.44360  0.445
H 0.56262 1.57420 2.87867  0.322
H -1.63086 1.86463 1.75184  0.561

Force components x, y, z for each atom (eV/Å):
C 0.2 -0.1 0.0
C -0.3 0.2 0.5
N 0.8 0.9 -0.1
C 0.3 -0.1 -0.6
C -0.3 0.1 0.0
S 0.3 -0.4 0.4
O -0.2 -0.2 -0.3
O 0.0 -0.1 0.3
C -0.5 0.2 -0.3
C 0.1 0.0 0.1
C 0.0 -0.1 -0.1
C -0.4 0.0 -0.1
N 0.0 0.2 0.5
C 0.3 0.0 0.3
O 0.0 -0.1 0.0
C 0.0 -0.3 0.1
N 0.5 -0.2 -0.8
C -0.5 0.3 -0.5
C -0.1 -0.2 -0.2
C -0.3 0.1 0.0
C 0.3 -0.1 0.1
O 0.2 0.0 0.2
C -0.2 -0.1 -0.1
C -0.2 0.1 -0.2
C 0.1 0.1 0.3
O 0.1 0.3 0.2
C -0.2 0.0 -0.1
S 0.4 -0.1 -0.1
C 0.2 0.7 0.1
O -0.3 0.0 0.0
O 0.0 -0.3 0.2
C 0.0 -0.2 0.0
C -0.1 0.0 0.1
H -0.1 0.0 0.0
H -0.1 0.0 0.0
H -0.1 0.0 0.1
H -0.1 -0.2 0.2
H 0.1 0.1 0.0
H -0.2 -0.1 0.0
H 0.0 0.2 0.1
H 0.0 -0.1 -0.1
H 0.0 -0.1 0.1
H 0.1 0.0 -0.1
H 0.0 -0.2 -0.1
H 0.0 0.0 0.0
H 0.0 -0.2 -0.2
H -0.1 0.0 0.3
H 0.0 0.0 -0.1
H 0.1 0.0 0.0
H 0.0 0.1 0.1
H 0.0 -0.1 0.0
H 0.0 0.0 0.0
H 0.1 0.1 0.0
H -0.1 -0.1 -0.1
H 0.0 0.0 0.0
H 0.1 0.0 0.0
H 0.0 0.0 0.0
H -0.1 0.0 -0.1
H -0.1 -0.1 0.1
H 0.2 0.0 0.0
H 0.1 0.1 0.0
H 0.0 0.2 0.0

The value obtained for the largest force on an atom is 0.0232 hartree/bohr. The total energy is -2304.91091 hartree. The calculation puts the orbital gap at 8.53 eV. Its SMILES is CCN(CC)S(=O)(=O)c1ccc(NC(=O)CN(c2ccc(OC)cc2OC)S(C)(=O)=O)cc1. For the LUMO energy, the calculation gives 0.4 eV. Its highest occupied orbital energy is -8.121 eV.

=====

A single C21H29N5O2S molecule at a distorted geometry, computed with wB97M-V/def2-TZVPD.

Last column: Mulliken charge in e.
Element x y z (Å)
C 7.98488 1.94400 0.98804  -1.244
C 6.67807 1.40232 0.53552  0.744
C 6.28328 0.10127 0.49598  -1.394
C 4.96676 -0.01967 0.00198  0.334
C 4.36783 1.20329 -0.33219  0.064
C 3.07335 0.96301 -0.80973  -0.670
C 2.90629 -0.40829 -0.75927  0.593
C 1.78520 -1.24231 -1.11266  0.398
O 0.71986 -0.82824 -1.55332  -0.670
N 1.99888 -2.59215 -0.91291  0.961
C 0.94918 -3.55033 -1.19996  -1.017
C -0.09054 -3.59144 -0.05719  0.790
O -0.12337 -4.49668 0.74814  -0.673
N -0.93053 -2.54766 -0.08119  0.068
C -1.87404 -2.27103 0.97718  -0.920
C -1.35680 -1.17445 1.92501  -0.508
C -2.39848 -0.07345 2.13452  -1.114
N -2.88372 0.46697 0.87776  0.968
C -4.13958 1.17593 1.03659  -1.356
C -4.73765 1.52668 -0.32595  1.028
C -6.06739 2.25519 -0.15809  -1.821
C -3.74024 2.37624 -1.11052  -1.392
C -2.37366 1.69295 -1.18927  0.547
C -2.38684 0.45990 -2.08891  -1.295
C -1.90924 1.31933 0.21975  -1.219
N 3.13897 -3.12069 -0.43899  -1.138
C 4.11730 -2.36634 -0.12866  0.006
N 4.06856 -1.00554 -0.25936  0.037
S 5.44557 2.51755 -0.03159  -0.272
H 8.63526 1.13465 1.31011  0.344
H 8.47302 2.48926 0.18068  0.322
H 7.84535 2.63646 1.81771  0.320
H 6.90452 -0.71961 0.80428  0.296
H 2.34671 1.67125 -1.14986  0.624
H 0.46217 -3.26874 -2.13654  0.377
H 1.41966 -4.53001 -1.27980  0.357
H -0.75277 -1.79421 -0.73807  0.057
H -2.80540 -1.93002 0.52019  0.431
H -2.04493 -3.20692 1.51109  0.388
H -1.09345 -1.59625 2.89531  0.471
H -0.44678 -0.74451 1.50303  0.256
H -1.97078 0.71310 2.78314  0.354
H -3.25410 -0.50732 2.65957  0.381
H -4.83475 0.53047 1.58140  0.477
H -4.00744 2.10419 1.62525  0.275
H -4.91424 0.59438 -0.86887  0.161
H -5.92764 3.18161 0.39596  0.367
H -6.77948 1.63642 0.38364  0.423
H -6.49167 2.49844 -1.12949  0.422
H -4.12101 2.56760 -2.11589  0.415
H -3.62788 3.34110 -0.60755  0.372
H -1.65277 2.40881 -1.60115  0.432
H -2.98772 -0.32687 -1.64312  0.164
H -1.37346 0.09051 -2.21983  0.128
H -2.79444 0.70525 -3.06722  0.495
H -0.96249 0.78411 0.14091  0.402
H -1.73408 2.24158 0.80756  0.304
H 5.01866 -2.82105 0.24690  0.349

Force components x, y, z for each atom (eV/Å):
C 0.0 0.1 0.0
C -0.3 0.0 -0.1
C 0.3 0.1 0.1
C -0.3 0.9 -0.2
C 0.5 -0.4 0.2
C -0.2 -0.5 0.0
C 0.1 0.6 0.0
C -0.1 -0.4 0.0
O 0.1 0.2 -0.1
N -0.2 0.7 -0.2
C -0.4 -0.3 0.1
C 0.3 0.0 -0.7
O 0.1 -0.3 0.3
N -0.4 0.4 -0.1
C 0.0 -0.1 0.3
C -0.3 0.1 0.0
C 0.2 -0.1 0.1
N 0.0 0.1 0.2
C -0.2 -0.2 -0.3
C -0.1 0.3 0.2
C 0.2 -0.2 0.0
C 0.1 -0.3 0.0
C 0.0 0.0 0.0
C 0.1 0.2 0.1
C 0.1 0.1 -0.2
N 0.8 -0.5 0.4
C -0.1 -0.4 0.0
N -0.5 0.3 -0.2
S 0.1 -0.4 0.1
H 0.1 0.0 0.0
H 0.1 0.0 0.0
H 0.1 0.0 0.1
H 0.2 -0.1 0.1
H -0.2 0.1 -0.1
H 0.1 0.0 0.1
H -0.1 0.2 0.0
H 0.1 -0.3 0.0
H 0.0 -0.1 0.1
H 0.0 0.1 -0.1
H 0.1 0.0 0.0
H 0.0 0.0 0.0
H -0.1 0.0 0.0
H 0.0 0.1 0.0
H 0.0 0.1 0.0
H 0.0 0.0 0.0
H 0.0 0.0 0.0
H 0.0 0.1 0.1
H -0.1 0.0 0.1
H -0.1 0.1 -0.1
H 0.0 0.1 0.0
H 0.0 0.1 0.0
H 0.0 0.0 0.1
H -0.1 -0.2 0.0
H 0.1 -0.1 -0.1
H -0.1 0.0 -0.1
H 0.1 0.0 0.0
H 0.0 -0.1 0.0
H 0.1 0.0 0.0

The value obtained for the largest force on an atom is 0.0195 hartree/bohr. The total energy is -1640.08765 hartree. The calculation puts the orbital gap at 8.56 eV. Its SMILES is Cc1cc2c(cc3c(=O)n(CC(=O)NCCCN4C[C@@H](C)C[C@H](C)C4)ncn32)s1. For the LUMO energy, the calculation gives 0.3 eV. Its highest occupied orbital energy is -8.245 eV.

=====

4 unconnected molecules or ions with the total composition C21H29N5O3 at a distorted geometry, computed with wB97M-V/def2-TZVPD.

Last column: Mulliken charge in e.
Element x y z (Å)
C -3.37050 -3.48649 2.69482  -1.133
C -4.00458 -4.16584 1.47881  -0.248
C -3.89627 -3.30058 0.22885  -0.779
N -2.51091 -3.00985 -0.12706  0.361
C -1.94875 -1.75055 -0.21745  -0.736
C -0.65187 -1.91283 -0.56086  0.022
N -0.41214 -3.26424 -0.65962  0.321
C 0.95207 -3.92793 -1.06314  0.511
O 1.33013 -4.71681 -0.22723  -0.659
O 1.31642 -3.49682 -2.12175  -0.647
C -1.54085 -3.90076 -0.40118  0.294
O -1.73528 -5.20786 -0.41147  -0.305
C -1.48074 -5.86193 -1.69481  -0.180
C -2.27736 -7.14104 -1.73896  -1.334
H -3.66519 -2.43598 2.75388  0.280
H -2.28169 -3.51629 2.63236  0.293
H -3.66522 -3.98679 3.61605  0.368
H -3.49417 -5.11073 1.29726  0.188
H -5.05789 -4.36643 1.67413  0.432
H -4.36347 -2.33603 0.42510  0.381
H -4.39732 -3.76760 -0.61914  0.260
H -2.48756 -0.83412 -0.05263  0.504
H 0.12975 -1.19145 -0.73071  0.037
H -0.41200 -6.05120 -1.76945  0.338
H -1.78551 -5.18047 -2.49039  0.363
H -1.80609 -7.80522 -2.46657  0.409
H -2.26799 -7.65491 -0.78020  0.322
H -3.30244 -6.98198 -2.07153  0.310
N 2.48456 1.70109 -0.89048  0.035
C 3.53863 1.31648 -0.10758  -0.224
C 3.63466 -0.04807 -0.17558  -0.978
C 2.59886 -0.50573 -1.03668  0.019
C 1.91199 0.59896 -1.46569  -1.081
H 2.17709 2.64551 -1.02590  0.225
H 4.12319 2.04111 0.43301  0.371
H 4.36136 -0.65540 0.33670  0.431
H 2.38985 -1.52654 -1.31853  0.755
H 1.06572 0.69440 -2.12509  0.464
N -0.84719 4.75269 1.15407  0.034
C 0.18440 4.06649 0.57476  -0.566
C 0.06550 2.74673 0.92232  0.397
C -1.08872 2.63644 1.74708  -1.066
C -1.62875 3.88888 1.86927  -0.432
H -1.00167 5.74015 1.07147  0.186
H 0.91320 4.58030 -0.03021  0.062
H 0.72903 1.95388 0.62563  0.534
H -1.47400 1.73864 2.20079  0.442
H -2.49558 4.23747 2.40353  0.396
N 4.67556 6.81826 0.16444  0.012
C 3.48297 6.23434 -0.15703  -0.336
C 2.61165 7.22749 -0.51647  -0.158
C 3.30946 8.46168 -0.40609  -0.697
C 4.57947 8.17444 0.01564  -0.466
H 5.49601 6.32671 0.46599  0.191
H 3.35927 5.16623 -0.10453  0.288
H 1.58939 7.08875 -0.82749  0.432
H 2.92304 9.44484 -0.61425  0.382
H 5.41845 8.81651 0.21982  0.379

Force components x, y, z for each atom (eV/Å):
C 0.0 0.0 -0.2
C 0.3 0.2 0.2
C -0.1 -0.2 0.2
N 0.0 0.1 0.0
C 0.3 0.3 0.0
C 0.0 -0.1 -0.1
N -1.0 0.3 0.3
C 0.5 -0.6 0.6
O -0.1 -0.4 0.4
O 0.5 0.6 -1.3
C 0.2 0.0 0.0
O -0.4 0.1 -0.2
C 0.1 0.0 0.1
C 0.1 -0.2 -0.3
H -0.1 0.0 0.1
H 0.0 0.0 0.0
H 0.0 0.0 0.0
H -0.2 -0.1 0.0
H 0.0 0.0 -0.1
H 0.0 0.0 -0.1
H 0.0 0.0 0.0
H -0.2 -0.1 0.1
H 0.0 0.0 0.0
H 0.0 0.0 0.1
H 0.1 0.0 0.0
H -0.1 0.0 0.0
H 0.0 0.1 0.1
H -0.1 0.1 0.2
N 0.2 0.0 -0.2
C 0.0 0.0 0.0
C -0.1 0.0 0.0
C 0.1 -0.1 0.0
C 0.0 0.0 0.0
H 0.0 0.0 0.0
H 0.0 0.0 0.0
H 0.0 0.0 0.0
H 0.1 0.0 -0.1
H 0.0 0.0 0.0
N 0.0 0.0 0.0
C 0.0 0.0 0.0
C -0.1 0.0 0.1
C 0.0 0.0 0.0
C 0.0 0.0 0.0
H 0.0 0.0 0.0
H 0.0 0.0 0.0
H -0.1 0.0 0.1
H 0.0 0.0 0.0
H 0.0 0.0 0.0
N 0.0 0.0 0.0
C 0.0 0.0 0.0
C 0.0 0.0 0.0
C 0.0 0.0 0.0
C 0.0 0.0 0.0
H 0.0 0.0 0.0
H 0.0 0.0 0.0
H 0.0 0.0 0.0
H 0.0 0.0 0.0
H 0.0 0.0 0.0

The value obtained for the largest force on an atom is 0.0299 hartree/bohr. The total energy is -1317.07818 hartree. The calculation puts the orbital gap at 8.67 eV. For the LUMO energy, the calculation gives 0.5 eV. Its highest occupied orbital energy is -8.159 eV.